This record from the OMol25 dataset describes a cluster of 2 separate species, C5H16N2O in total. The level of theory is ωB97M-V/def2-TZVPD.

Each line ends with the Mulliken charge.
Cartesian coordinates (Å):
C1 1.4248 0.5473 -2.4597  -0.9019
N1 0.3852 -0.4131 -2.0801  -0.3404
C2 0.4869 -0.8797 -0.7136  -1.6455
C3 0.4694 0.1864 0.4233  -0.2581
C4 -0.7205 1.1673 0.2514  -0.4262
C5 -1.7228 0.8001 1.3824  -0.6960
N2 -1.2638 1.1667 2.7325  -0.6062
H1 1.9701 0.1153 -3.3160  0.3113
H2 2.1827 0.6716 -1.7083  0.2942
H3 0.9381 1.4165 -2.8924  0.3134
H4 -0.5405 -0.1157 -2.3033  0.3428
H5 1.3848 -1.4620 -0.5668  0.3064
H6 -0.4055 -1.4652 -0.4733  0.7256
H7 1.3691 0.7779 0.6416  0.4366
H8 0.4441 -0.3507 1.3872  0.3749
H9 -1.1953 1.0129 -0.7145  0.2596
H10 -0.3884 2.1635 0.5371  0.3406
H11 -2.6991 1.2741 1.2996  0.3866
H12 -1.8273 -0.2908 1.4546  0.3186
H13 -0.2806 1.0034 2.8618  0.2320
H14 -1.4216 2.1436 2.9423  0.2323
O1 0.4043 -3.4272 0.6602  -0.6709
H15 0.2987 -2.5221 0.8956  0.3313
H16 0.7070 -3.5201 -0.2416  0.3390

Force components x, y, z for each atom (eV/Å):
-0.56 -1.31 -1.93
0.91 -0.45 0.74
-0.43 1.22 0.69
0.29 0.68 0.04
-0.26 -1.38 2.29
0.33 0.00 0.69
-0.22 0.29 0.01
0.03 0.10 0.14
-0.09 0.67 0.59
0.40 0.67 0.58
-0.29 0.28 -0.08
0.22 -0.40 -0.28
0.17 -0.24 -0.52
0.29 -0.21 -1.04
-0.58 -0.14 -0.23
0.14 0.64 -0.12
-0.14 0.33 -0.94
-0.12 -0.18 -0.40
-0.38 0.14 -0.54
0.32 -0.18 0.02
-0.04 0.05 -0.13
-0.07 -1.85 0.65
0.08 0.80 -0.11
0.00 0.44 -0.13

Calculated values
* orbital gap: 9.7 eV
* SMILES: CNCCCCN.O
* net charge: 0
* spin multiplicity: 1
* LUMO level: 0.0339 hartree
* energy relative to the best compared isomer or geometry (same formula, charge and spin): 161.8 kJ/mol